A structure of composition C22H15F7NO4S2Sn, computed with wB97M-V/def2-TZVPD.

The calculation puts the energy above the lowest of the compared OMol25 structures with the same formula, charge and spin at 1.198 eV. The total charge is +1. The max |F| comes out at 2.512 eV/A. Its HOMO energy is -11.469 eV. The calculated total energy is -79251.9198 eV. Its multiplicity is 1.

The geometry in XYZ format:
```
52
Properties=species:S:1:pos:R:3:forces:R:3
Sn 0.44767 -0.03625 -1.24462 -1.108 -0.338 0.392
F -3.85885 -2.89870 -1.53735 0.040 0.015 -0.050
C -3.29859 -1.70662 -1.47070 -0.139 -0.175 0.084
F -4.23159 -0.77530 -1.50609 0.009 -0.003 -0.063
F -2.60957 -1.62013 -0.33699 0.004 0.057 -0.030
S -2.13280 -1.54515 -2.95233 0.112 -0.098 0.200
O -0.77074 -1.53684 -2.31919 0.202 0.095 0.125
O -2.41319 -2.65112 -3.78590 0.146 0.232 -0.118
N -2.40458 -0.14553 -3.63452 -0.084 -0.017 0.025
S -1.84352 1.06006 -2.80979 -0.114 0.055 0.615
O -2.06607 0.92974 -1.37582 0.145 0.190 -0.216
O -0.41991 1.33514 -3.07578 0.106 -0.253 0.370
C -2.82053 2.53859 -3.33507 0.031 0.133 -0.167
F -2.55655 2.84937 -4.58597 -0.032 -0.067 -0.034
F -4.09982 2.28404 -3.16794 0.017 -0.061 -0.045
F -2.43839 3.51458 -2.52806 0.016 0.010 -0.035
F 5.99316 -0.08493 -3.87064 -0.026 -0.015 -0.005
C 4.77700 -0.10636 -3.32963 0.019 -0.010 0.012
C 4.65299 0.15890 -1.97869 0.022 0.006 0.139
C 3.38486 0.14010 -1.41997 0.070 -0.062 -0.181
C 2.28365 -0.14306 -2.22996 -0.147 0.082 0.274
C 2.42960 -0.41279 -3.58892 -0.005 0.027 0.044
C 3.69467 -0.39959 -4.14470 -0.039 -0.072 -0.074
H 5.53629 0.36311 -1.38901 -0.016 0.021 -0.015
H 3.26383 0.33764 -0.35977 0.071 0.012 -0.005
H 1.56746 -0.63274 -4.20391 0.010 0.009 -0.054
H 3.85834 -0.62224 -5.19015 0.001 0.040 -0.002
C 1.29573 -2.59679 5.32525 -0.019 0.008 -0.029
C 1.10913 -3.52569 4.31257 0.031 -0.021 0.002
C 0.68535 -3.10835 3.06068 -0.012 -0.036 0.045
C 0.43744 -1.75916 2.81732 -0.371 -0.011 -0.074
C 0.61019 -0.83004 3.84537 0.027 0.030 -0.027
C 1.04200 -1.24963 5.08994 0.005 -0.012 0.026
C 0.10886 -1.35451 1.43630 0.317 0.007 0.630
C -0.16936 -0.12640 1.02012 0.485 0.057 -2.464
C -0.69137 1.15012 1.42539 -0.041 0.271 0.666
C -1.91568 1.17884 2.09652 0.122 -0.067 0.074
C -2.43257 2.38641 2.54070 -0.062 -0.012 -0.031
C -1.75053 3.56622 2.29510 0.061 0.042 -0.008
C -0.53275 3.54731 1.61659 -0.087 0.108 -0.027
C -0.01686 2.35030 1.17109 -0.010 -0.281 0.000
H 1.65051 -2.91879 6.29523 -0.028 0.003 0.002
H 1.31194 -4.57298 4.49242 -0.020 0.006 -0.004
H 0.55716 -3.83183 2.26360 0.008 0.009 0.011
H 0.43669 0.22270 3.66015 -0.004 -0.019 0.036
H 1.19764 -0.52533 5.87853 -0.022 -0.003 -0.009
H 0.20292 -2.15323 0.70691 0.262 0.001 -0.029
H -2.43835 0.24732 2.27369 -0.028 0.032 0.024
H -3.37315 2.40566 3.07484 -0.011 -0.008 -0.041
H -2.17139 4.50966 2.61568 0.033 -0.004 0.047
H 0.00098 4.47071 1.43568 -0.018 -0.009 -0.034
H 0.92064 2.32354 0.62183 0.073 0.096 0.032
```
Positions in Å, forces in eV/Å.